Molecular formula: C41H94IN14O29
Method: DFT, the ωB97M-V functional and the def2-TZVPD basis

Atoms and positions in Å:
C: -7.815 -0.186 9.727
C: -7.234 -1.100 8.623
C: -6.034 -0.394 7.919
C: -6.097 -0.664 6.407
C: -4.777 -0.162 5.740
C: -5.029 0.022 4.231
C: -3.753 -0.119 3.337
C: -3.700 -1.481 2.613
C: -3.276 -2.571 3.668
C: -2.200 -3.598 3.207
C: -2.109 -3.894 1.689
C: -0.606 -3.901 1.305
O: -0.389 -5.009 0.410
C: 0.792 -4.817 -0.317
C: 2.066 -4.369 0.361
O: 0.735 -4.987 -1.457
N: -2.752 -2.879 0.802
C: -4.073 -3.266 0.215
C: -4.988 -4.145 1.090
C: -6.459 -3.672 1.049
I: -4.934 -6.197 0.335
C: -2.729 -1.518 1.430
C: -2.912 -0.408 0.368
C: -1.496 0.113 -0.017
C: -1.441 0.574 -1.505
C: -0.316 1.630 -1.594
C: 1.079 0.960 -1.790
C: 1.711 1.361 -3.150
C: 2.716 2.522 -2.911
C: 3.600 2.683 -4.171
C: 5.042 2.970 -3.711
O: 5.613 1.699 -3.384
C: 7.030 1.731 -3.360
H: -8.539 -0.766 10.305
H: -6.990 0.115 10.378
H: -8.344 0.656 9.279
H: -6.914 -2.066 9.027
H: -7.989 -1.324 7.862
H: -5.990 0.679 8.116
H: -5.126 -0.889 8.285
H: -6.170 -1.732 6.176
H: -6.920 -0.131 5.916
H: -4.008 -0.906 5.974
H: -4.450 0.790 6.168
H: -5.434 1.027 4.078
H: -5.805 -0.653 3.845
H: -2.868 -0.042 3.980
H: -3.748 0.745 2.668
H: -4.729 -1.709 2.310
H: -2.975 -2.072 4.586
H: -4.180 -3.143 3.912
H: -1.247 -3.276 3.632
H: -2.422 -4.547 3.701
H: -2.436 -4.916 1.500
H: 0.022 -4.088 2.181
H: -0.273 -2.938 0.886
H: 2.063 -3.272 0.406
H: 2.194 -4.770 1.368
H: 2.915 -4.630 -0.266
H: -2.118 -2.783 0.002
H: -4.658 -2.413 -0.129
H: -3.851 -3.829 -0.695
H: -4.717 -4.230 2.140
H: -6.729 -3.275 0.069
H: -6.608 -2.924 1.836
H: -7.129 -4.501 1.276
H: -1.721 -1.359 1.828
H: -3.325 -0.817 -0.564
H: -3.597 0.378 0.681
H: -1.130 0.887 0.658
H: -0.854 -0.781 0.028
H: -1.262 -0.300 -2.137
H: -2.418 1.025 -1.772
H: -0.538 2.283 -2.440
H: -0.347 2.285 -0.722
H: 1.706 1.328 -0.974
H: 1.034 -0.125 -1.650
H: 2.197 0.492 -3.603
H: 0.974 1.760 -3.856
H: 2.099 3.396 -2.701
H: 3.311 2.319 -2.015
H: 3.562 1.746 -4.731
H: 3.270 3.476 -4.851
H: 5.627 3.474 -4.489
H: 4.996 3.567 -2.790
H: 7.436 0.958 -4.028
H: 7.376 1.479 -2.347
H: 7.442 2.702 -3.634
C: -3.110 -7.783 -2.934
N: -3.814 -7.264 -4.139
O: -4.820 -6.602 -3.961
O: -3.328 -7.541 -5.216
H: -3.655 -7.460 -2.053
H: -3.092 -8.867 -3.005
H: -2.103 -7.375 -2.942
C: 4.894 -6.859 3.092
N: 4.213 -5.533 3.099
O: 3.231 -5.404 3.807
O: 4.687 -4.667 2.391
H: 4.363 -7.524 3.764
H: 4.868 -7.233 2.073
H: 5.916 -6.703 3.426
C: 5.216 -1.619 -0.113
N: 3.936 -1.033 -0.601
O: 3.730 -1.065 -1.794
O: 3.186 -0.555 0.238
H: 5.773 -1.996 -0.970
H: 5.764 -0.828 0.389
H: 4.969 -2.423 0.578
C: -1.398 -5.099 -6.847
N: -0.153 -5.771 -7.317
O: -0.016 -6.949 -7.049
O: 0.637 -5.087 -7.935
H: -2.004 -5.825 -6.316
H: -1.099 -4.285 -6.192
H: -1.919 -4.726 -7.723
C: -0.489 6.543 -2.292
N: 0.018 5.174 -2.569
O: 0.318 4.895 -3.713
O: 0.097 4.411 -1.623
H: -0.510 7.101 -3.221
H: -1.489 6.439 -1.881
H: 0.185 7.008 -1.577
C: 9.168 -2.109 -2.822
N: 8.100 -2.144 -1.785
O: 7.229 -2.989 -1.903
O: 8.175 -1.323 -0.892
H: 8.972 -2.890 -3.547
H: 9.137 -1.128 -3.289
H: 10.116 -2.274 -2.318
C: 4.821 4.985 0.217
N: 3.557 5.581 -0.302
O: 3.354 5.518 -1.496
O: 2.812 6.092 0.516
H: 5.379 4.571 -0.616
H: 5.382 5.778 0.703
H: 4.548 4.208 0.926
C: 10.800 2.596 -0.456
N: 9.550 3.200 -0.995
O: 9.376 3.159 -2.198
O: 8.786 3.694 -0.188
H: 11.378 2.199 -1.283
H: 11.347 3.382 0.059
H: 10.511 1.807 0.232
C: -7.392 -0.897 13.984
N: -8.457 -0.038 13.393
O: -8.392 1.158 13.596
O: -9.318 -0.602 12.746
H: -6.700 -0.265 14.528
H: -7.877 -1.606 14.649
H: -6.893 -1.407 13.165
C: 1.570 5.094 -6.978
N: 0.933 5.603 -8.223
O: -0.065 6.287 -8.109
O: 1.458 5.294 -9.278
H: 0.998 5.446 -6.126
H: 1.565 4.008 -7.030
H: 2.586 5.479 -6.948
C: 1.789 1.837 -10.269
N: 2.294 1.529 -8.902
O: 2.175 2.395 -8.052
O: 2.790 0.436 -8.729
H: 1.380 2.842 -10.268
H: 2.631 1.762 -10.952
H: 1.024 1.104 -10.508
C: 2.465 9.077 1.482
N: 2.746 10.541 1.489
O: 3.842 10.904 1.107
O: 1.853 11.268 1.878
H: 3.340 8.556 1.116
H: 2.239 8.783 2.503
H: 1.613 8.910 0.830
C: -3.596 3.354 -2.242
N: -4.074 4.761 -2.123
O: -4.847 5.018 -1.223
O: -3.648 5.553 -2.944
H: -4.054 2.762 -1.456
H: -3.897 2.992 -3.222
H: -2.514 3.361 -2.142

## Properties
Total charge: +1
Spin multiplicity: 1
Energy in eV: -132337.055
HOMO energy in eV: -10.7
LUMO energy in eV: -2.486

These are the Löwdin partial charges, in e, on atoms 1 to 6:
1 C -0.11
2 C -0.26
3 C -0.22
4 C -0.22
5 C -0.21
6 C -0.18

=====

Molecular formula: C42H102N10O6
Method: DFT, the ωB97M-V functional and the def2-TZVPD basis

Atoms and positions in Å:
C: 4.793 -0.300 0.478
C: 3.699 -1.359 0.420
N: 4.058 -2.588 -0.296
C: 5.141 -3.263 0.344
C: 4.909 -3.663 1.868
C: 4.229 -2.452 -1.725
C: 2.879 -2.143 -2.409
H: 4.356 0.672 0.705
H: 5.201 -0.204 -0.528
H: 5.581 -0.585 1.174
H: 3.471 -1.651 1.445
H: 2.785 -0.903 0.039
H: 5.310 -4.194 -0.197
H: 6.043 -2.655 0.269
H: 3.985 -4.230 1.978
H: 5.717 -4.280 2.259
H: 4.907 -2.788 2.519
H: 4.565 -3.436 -2.052
H: 5.005 -1.717 -1.941
H: 3.039 -2.226 -3.484
H: 2.445 -1.196 -2.087
H: 2.177 -2.961 -2.249
C: -2.864 -4.089 -1.320
C: -3.110 -5.276 -2.307
N: -2.129 -5.277 -3.315
C: -2.434 -5.938 -4.529
C: -3.810 -5.610 -5.054
C: -0.726 -5.543 -2.898
C: -0.461 -6.956 -2.267
H: -3.704 -3.832 -0.674
H: -2.734 -3.244 -1.997
H: -1.975 -4.236 -0.707
H: -3.172 -6.236 -1.794
H: -4.110 -5.124 -2.713
H: -1.732 -5.660 -5.316
H: -2.357 -7.013 -4.366
H: -4.585 -6.101 -4.466
H: -4.010 -4.543 -5.149
H: -3.865 -5.993 -6.073
H: -0.352 -4.737 -2.266
H: -0.056 -5.532 -3.758
H: 0.603 -7.157 -2.146
H: -0.829 -7.679 -2.996
H: -1.010 -7.186 -1.354
C: 1.743 6.232 2.461
C: 2.903 5.653 3.194
N: 2.478 5.387 4.594
C: 2.272 6.666 5.350
C: 3.568 7.367 5.792
C: 3.421 4.455 5.246
C: 2.909 4.059 6.590
H: 1.995 6.171 1.402
H: 1.597 7.300 2.624
H: 0.843 5.634 2.601
H: 3.121 4.722 2.671
H: 3.811 6.249 3.105
H: 1.674 7.384 4.790
H: 1.707 6.447 6.256
H: 4.083 7.766 4.918
H: 3.326 8.280 6.335
H: 4.204 6.731 6.408
H: 4.476 4.710 5.342
H: 3.458 3.536 4.662
H: 1.871 3.732 6.660
H: 3.104 4.808 7.357
H: 3.349 3.119 6.925
C: -0.436 -2.276 -4.489
C: -1.511 -2.337 -5.589
N: -1.999 -0.954 -5.853
C: -2.798 -1.050 -7.085
C: -3.146 0.357 -7.604
C: -2.657 -0.249 -4.733
C: -3.927 -0.946 -4.244
H: 0.299 -1.534 -4.801
H: 0.096 -3.205 -4.281
H: -0.885 -1.959 -3.548
H: -1.038 -2.691 -6.505
H: -2.287 -3.078 -5.395
H: -3.744 -1.561 -6.906
H: -2.304 -1.648 -7.851
H: -2.231 0.864 -7.911
H: -3.634 1.063 -6.934
H: -3.884 0.321 -8.405
H: -1.937 -0.205 -3.915
H: -2.856 0.794 -4.977
H: -3.628 -1.963 -3.988
H: -4.416 -0.405 -3.434
H: -4.691 -1.004 -5.019
C: -2.771 3.554 -2.807
C: -2.625 2.249 -2.082
O: -1.608 1.559 -2.210
N: -3.661 1.865 -1.295
C: -3.653 0.636 -0.568
H: -3.646 3.554 -3.457
H: -1.897 3.795 -3.413
H: -2.842 4.395 -2.118
H: -4.469 2.469 -1.249
H: -3.271 0.774 0.444
H: -3.206 -0.211 -1.089
H: -4.674 0.331 -0.336
C: -3.780 8.201 0.787
C: -2.685 7.178 0.876
O: -1.568 7.492 1.207
N: -3.112 5.943 0.715
C: -2.278 4.729 0.793
H: -4.769 7.745 0.832
H: -3.752 8.651 -0.205
H: -3.579 8.960 1.542
H: -4.075 5.798 0.447
H: -2.612 3.990 0.065
H: -2.407 4.280 1.777
H: -1.218 4.899 0.607
C: -2.049 -0.893 3.058
C: -1.043 -1.745 3.721
O: -1.456 -2.610 4.475
N: 0.221 -1.495 3.404
C: 1.437 -2.194 3.925
H: -3.070 -1.162 3.325
H: -2.038 -0.892 1.968
H: -1.809 0.116 3.396
H: 0.469 -0.668 2.882
H: 1.199 -3.129 4.432
H: 1.957 -1.571 4.652
H: 2.054 -2.401 3.050
C: 0.319 2.475 0.895
C: 0.370 0.943 0.810
O: 1.027 0.327 1.658
N: -0.214 0.309 -0.216
C: -0.114 -1.117 -0.428
H: 0.047 2.921 -0.062
H: 1.277 2.889 1.211
H: -0.455 2.626 1.647
H: -0.774 0.794 -0.902
H: 0.718 -1.339 -1.097
H: -1.054 -1.369 -0.919
H: -0.123 -1.797 0.424
C: 0.915 -4.427 0.921
C: 1.595 -5.614 0.412
O: 1.139 -6.735 0.533
N: 2.807 -5.455 -0.139
C: 3.556 -6.570 -0.674
H: 0.692 -4.561 1.980
H: -0.008 -4.212 0.383
H: 1.588 -3.592 0.726
H: 3.207 -4.540 -0.288
H: 3.026 -7.196 -1.392
H: 3.836 -7.233 0.145
H: 4.444 -6.139 -1.137
C: -1.284 5.125 4.523
C: -0.932 3.669 4.325
O: -1.849 2.891 4.062
N: 0.348 3.328 4.460
C: 0.885 2.004 4.332
H: -1.474 5.681 3.605
H: -0.463 5.642 5.019
H: -2.115 5.284 5.211
H: 1.015 4.077 4.581
H: 1.598 1.801 5.130
H: 1.453 2.011 3.402
H: 0.103 1.251 4.433

## Properties
Total charge: 0
Spin multiplicity: 1
Energy in eV: -72395.586
HOMO energy in eV: -7.9
Energy above the lowest of the compared OMol25 structures with the same formula, charge and spin in eV: 1.152
SMILES string: CCN(CC)CC.CCN(CC)CC.CCN(CC)CC.CCN(CC)CC.CNC(C)=O.CNC(C)=O.CNC(C)=O.CNC(C)=O.CNC(C)=O.CNC(C)=O
LUMO energy in eV: 0.071

These are the Löwdin partial charges, in e, on atoms 1 to 6:
1 C -0.06
2 C -0.24
3 N -0.23
4 C -0.25
5 C -0.05
6 C -0.23

=====

The highest energy belongs to which entry?
C42H102N10O6

=====

Number 2 is which compound?
C42H102N10O6

=====

The lowest total charge belongs to which entry?
C42H102N10O6